69
Properties=species:S:1:pos:R:3 method="wB97M-V/def2-TZVPD" homo_lumo_gap_ev=5.41 de_lowest_kcal_mol=5.83 molar_mass_g_mol=760.51 energy_ev=-123038.6466 e_lumo_ev=-10.718 homo_energy_ev=-16.1 total_charge=+3
Ta -0.172 -0.526 -0.108
C -4.594 0.413 -0.449
C -5.183 -0.836 -0.290
C -4.382 -1.938 -0.044
C -3.009 -1.783 0.049
N -2.441 -0.559 -0.087
C -3.228 0.514 -0.337
C -2.053 -2.881 0.205
C -2.426 -4.196 0.428
C -1.468 -5.204 0.407
C -0.134 -4.910 0.153
C 0.260 -3.595 -0.027
C -0.689 -2.557 0.041
H -5.185 1.295 -0.653
H -6.257 -0.951 -0.362
H -4.824 -2.917 0.064
H -2.733 1.467 -0.447
H -3.460 -4.459 0.604
H -1.774 -6.230 0.563
H 0.595 -5.705 0.085
H 1.300 -3.388 -0.239
C 4.867 -1.806 3.348
C 3.462 -1.270 3.126
N 3.501 0.016 2.396
C 3.081 0.294 1.178
S 2.184 -0.958 0.289
N 3.354 1.445 0.601
C 3.129 1.871 -0.798
C 4.445 2.273 -1.443
H 4.808 -2.786 3.820
H 5.439 -1.154 4.009
H 5.404 -1.915 2.406
H 2.973 -1.087 4.084
H 2.860 -1.972 2.554
H 4.100 0.709 2.831
H 3.936 2.087 1.128
H 2.435 2.711 -0.779
H 2.672 1.047 -1.339
H 4.887 3.135 -0.942
H 4.268 2.551 -2.481
H 5.161 1.451 -1.428
Br -3.115 4.133 -5.149
C -2.661 2.344 -4.838
C -3.152 1.343 -5.679
C -2.797 0.012 -5.482
C -1.971 -0.338 -4.433
C -1.512 0.667 -3.569
C -1.849 2.017 -3.775
C -0.779 0.309 -2.404
O -0.611 1.102 -1.374
O -0.303 -0.867 -2.167
H -3.812 1.611 -6.494
H -3.168 -0.746 -6.158
H -1.679 -1.367 -4.273
H -1.460 2.787 -3.123
N -0.587 -0.048 2.097
C -0.031 1.280 2.392
C 0.668 1.496 3.569
C 1.194 2.756 3.818
C 1.017 3.787 2.900
C 0.297 3.566 1.737
C -0.230 2.305 1.478
H -0.189 -0.725 2.746
H -1.592 -0.061 2.278
H 0.778 0.704 4.302
H 1.726 2.937 4.743
H 1.425 4.768 3.105
H 0.120 4.377 1.043
H -0.836 2.157 0.593

---

70
Properties=species:S:1:pos:R:3 method="wB97M-V/def2-TZVPD" smiles="Fc1ccccc1.Fc1ccccc1.Fc1ccccc1.Fc1ccccc1.CNC(C)=O.ClCCl.ClCCl" homo_lumo_gap_ev=9.47 de_lowest_kcal_mol=59.29 molar_mass_g_mol=627.38 energy_ev=-95070.9669 e_lumo_ev=0.402 homo_energy_ev=-9.1
F -14.329 1.753 -7.108
C -14.345 2.848 -7.938
C -15.259 3.032 -8.956
C -15.114 4.162 -9.790
C -14.138 5.119 -9.611
C -13.279 4.950 -8.557
C -13.405 3.854 -7.710
H -15.994 2.273 -9.181
H -15.782 4.205 -10.637
H -13.970 6.056 -10.122
H -12.556 5.746 -8.456
H -12.538 3.653 -7.099
F -14.806 3.446 -2.410
C -15.365 4.704 -2.536
C -16.724 4.840 -2.358
C -17.234 6.091 -2.303
C -16.399 7.205 -2.445
C -15.086 7.086 -2.741
C -14.559 5.777 -2.765
H -17.443 4.040 -2.259
H -18.296 6.252 -2.188
H -16.834 8.189 -2.531
H -14.513 7.980 -2.937
H -13.505 5.613 -2.933
F -14.884 -4.099 -2.945
C -15.794 -4.950 -3.410
C -16.673 -4.406 -4.396
C -17.656 -5.299 -4.841
C -17.684 -6.597 -4.384
C -16.731 -7.122 -3.474
C -15.797 -6.275 -2.985
H -16.651 -3.372 -4.708
H -18.475 -4.970 -5.463
H -18.524 -7.193 -4.710
H -16.693 -8.123 -3.069
H -14.998 -6.694 -2.391
F -6.086 3.345 -10.044
C -6.387 4.361 -9.179
C -7.462 4.184 -8.239
C -7.733 5.253 -7.443
C -7.090 6.460 -7.465
C -6.004 6.556 -8.345
C -5.553 5.491 -9.148
H -8.037 3.273 -8.157
H -8.541 5.168 -6.732
H -7.585 7.268 -6.947
H -5.486 7.500 -8.264
H -4.696 5.539 -9.804
C -5.435 -2.201 -6.446
N -4.037 -2.357 -6.052
C -3.385 -3.569 -6.101
C -1.926 -3.658 -5.903
O -3.944 -4.593 -6.482
H -5.960 -1.972 -5.519
H -5.840 -3.164 -6.756
H -5.528 -1.402 -7.182
H -3.433 -1.624 -5.710
H -1.591 -3.459 -4.885
H -1.363 -2.974 -6.538
H -1.592 -4.693 -5.965
Cl -10.525 -5.940 -1.857
C -10.009 -6.593 -3.403
Cl -8.348 -6.045 -3.628
H -10.114 -7.674 -3.497
H -10.714 -6.176 -4.122
Cl -11.245 -2.177 -5.605
C -10.978 -1.169 -4.224
Cl -9.996 0.224 -4.534
H -11.874 -0.640 -3.899
H -10.450 -1.764 -3.478

---

74
Properties=species:S:1:pos:R:3 method="wB97M-V/def2-TZVPD" homo_lumo_gap_ev="6.44 / 7.07" de_lowest_kcal_mol=21.09 molar_mass_g_mol=721.34 energy_ev=-128773.6164 e_lumo_ev="2.489 / 2.314" multiplicity=3 homo_energy_ev="-3.9 / -4.8" total_charge=-1
Ti -0.682 0.265 0.478
C 0.104 -3.339 -1.325
C 1.442 -2.832 -0.878
C 2.498 -3.704 -0.657
C 3.739 -3.239 -0.264
C 3.941 -1.880 -0.096
C 2.908 -0.980 -0.302
C 3.099 0.486 -0.063
C 1.641 -1.458 -0.671
N 0.607 -0.524 -0.878
C 0.573 0.078 -2.074
C 1.443 -0.360 -3.227
C -0.280 1.185 -2.241
C -0.299 1.910 -3.564
N -0.991 1.588 -1.192
C -1.807 2.726 -1.297
C -3.030 2.739 -1.987
C -3.552 1.573 -2.778
C -3.781 3.908 -2.017
C -3.341 5.066 -1.411
C -2.103 5.072 -0.796
C -1.324 3.930 -0.748
C 0.071 3.977 -0.203
H 0.156 -4.390 -1.603
H -0.274 -2.762 -2.171
H -0.614 -3.227 -0.507
H 2.339 -4.765 -0.797
H 4.551 -3.932 -0.091
H 4.917 -1.515 0.200
H 4.130 0.708 0.199
H 2.441 0.802 0.751
H 2.830 1.064 -0.947
H 1.916 -1.319 -3.026
H 2.234 0.372 -3.405
H 0.855 -0.443 -4.140
H 0.717 2.153 -3.876
H -0.872 2.830 -3.478
H -0.748 1.291 -4.341
H -2.922 0.696 -2.676
H -3.596 1.843 -3.837
H -4.563 1.320 -2.457
H -4.722 3.904 -2.553
H -3.943 5.964 -1.445
H -1.720 5.990 -0.369
H 0.296 4.966 0.192
H 0.790 3.736 -0.991
H 0.189 3.240 0.592
C 1.482 -5.122 4.215
C 1.441 -3.846 3.432
C 2.550 -3.005 3.330
C 2.370 -1.825 2.627
N 1.220 -1.489 2.073
C 0.211 -2.365 2.227
S -1.292 -1.924 1.570
N 0.291 -3.530 2.872
H 2.482 -5.552 4.211
H 0.765 -5.821 3.797
H 1.192 -4.920 5.247
H 3.498 -3.261 3.776
H 3.181 -1.115 2.515
Cl 2.020 0.979 4.135
C 0.289 1.298 4.051
Cl -0.616 -0.207 4.291
Cl -0.146 2.449 5.302
C -0.118 1.797 2.630
O -0.864 2.749 2.560
O 0.424 1.140 1.694
Cl -2.552 -1.078 -1.068
C -3.883 -0.674 0.024
C -3.561 0.596 0.892
O -4.521 1.216 1.320
O -2.334 0.816 1.090
H -4.010 -1.515 0.708
H -4.786 -0.505 -0.560

---

64
Properties=species:S:1:pos:R:3 method="wB97M-V/def2-TZVPD" homo_lumo_gap_ev=7.14 molar_mass_g_mol=619.99 energy_ev=-80255.3424 e_lumo_ev=0.118 homo_energy_ev=-7.0
C 2.679 0.041 1.689
C 2.587 -0.713 0.489
C 1.922 0.098 -0.485
H 3.086 -1.667 0.344
C 1.642 1.361 0.106
C 2.123 1.329 1.457
H 1.229 2.212 -0.428
C -1.483 -2.002 1.543
C -0.356 -2.627 0.937
C -0.292 -2.183 -0.417
H 0.269 -3.367 1.431
C -1.425 -1.340 -0.707
C -2.100 -1.173 0.559
H 1.772 -0.125 -1.536
H 2.146 2.132 2.187
H 3.172 -0.262 2.597
H -3.043 -0.641 0.697
H 0.399 -2.567 -1.167
H -1.798 -2.166 2.574
Lu 0.308 -0.246 1.333
C -2.109 -1.215 -2.100
C -3.406 -2.069 -1.952
C -1.320 -1.940 -3.198
H -3.145 -3.125 -1.814
H -4.027 -1.995 -2.855
H -4.014 -1.766 -1.093
H -1.010 -2.938 -2.854
H -0.432 -1.391 -3.521
H -1.973 -2.090 -4.074
C -2.598 0.184 -2.652
C -1.666 1.289 -3.219
H -3.122 0.694 -1.837
H -3.346 -0.004 -3.441
O -1.083 1.995 -2.397
N -1.465 1.621 -4.542
C -0.458 2.720 -4.651
H -2.276 1.668 -5.146
C 0.912 2.040 -4.581
C 1.999 2.641 -3.931
H 1.800 3.533 -3.328
C 3.268 2.066 -4.028
H 4.111 2.564 -3.562
C 3.454 0.864 -4.714
H 4.451 0.455 -4.847
C 2.346 0.182 -5.215
H 2.455 -0.793 -5.683
C 1.071 0.753 -5.119
H 0.181 0.201 -5.443
H -0.546 3.468 -3.841
H -0.582 3.266 -5.599
Cl -3.251 4.010 2.499
C -2.319 2.954 3.463
C -2.387 3.069 4.849
C -1.632 2.209 5.666
C -0.824 1.239 5.076
C -0.736 1.132 3.697
C -1.473 1.985 2.824
C -1.326 1.835 1.382
H -3.027 3.828 5.296
H -1.686 2.311 6.750
H -0.249 0.555 5.704
H -0.041 0.352 3.301
H -2.258 1.702 0.828
H -0.702 2.592 0.894